No. 1
The following is a quantum chemistry calculation of a cluster of 11 separate species, C10H41N19O12 in total at a distorted geometry, from OMol25.

Cartesian coordinates (Å):
H  -1.38973  1.93629  4.00068
H  2.08755  -0.92924  1.10703
H  4.19799  -2.12878  -4.12547
H  -6.46717  -0.11620  0.14968
H  0.59745  -0.92573  3.24063
H  -1.77978  -0.09184  -4.18485
N  2.79699  -1.66061  1.17818
O  -0.14375  -2.76809  -4.65806
H  1.97407  -2.46858  -3.89121
N  3.27459  2.98280  2.86690
H  -1.43168  -0.50194  -6.44118
H  0.38205  2.11948  2.07857
C  3.47209  -2.34974  -2.37709
O  2.51165  3.28678  -1.32520
N  1.90964  1.31091  -2.14681
H  4.29304  3.20692  -3.04103
N  0.68687  -1.57703  4.00860
N  -1.37338  4.16662  4.56835
N  -1.50087  -1.76055  3.57898
H  1.47989  -1.67887  4.61768
O  -2.65228  3.27195  -3.51510
O  -0.01076  -0.38740  -0.69908
C  -0.72149  -1.69787  -4.91776
H  1.10465  3.74983  2.12189
H  5.46574  -2.17017  -2.85589
H  2.13693  0.53201  -2.74500
N  1.07446  -5.09545  -0.39035
H  4.12126  2.56363  3.21213
H  -3.19422  0.79401  0.71887
C  2.29067  2.12465  2.49319
H  -2.43816  -1.78522  3.94541
H  -6.86015  -0.55702  1.75181
H  1.70756  -4.81346  -1.12407
N  -1.64571  2.52021  3.22710
H  -1.27127  -1.48974  2.63468
N  1.17323  2.74785  2.11868
H  -1.03292  3.50336  5.23680
O  -0.52462  1.37447  0.60274
C  2.68733  2.40187  -2.16493
N  -3.33869  2.87296  -1.40759
H  1.36978  1.11395  -1.31790
C  0.36282  -4.00350  -0.00265
O  0.65496  -2.88356  -0.44563
O  -4.72173  0.76214  2.62428
N  -6.20929  -0.12052  1.12223
N  2.28474  -2.54309  -2.93387
C  -0.09950  0.19587  0.47881
H  2.91237  -2.20001  0.30975
H  3.25289  3.93840  2.55364
H  -1.63426  2.26517  2.24658
N  -4.07460  0.33837  0.53610
H  -3.19223  2.59661  -0.45290
H  -1.04565  -0.93518  -3.00174
C  -0.52313  -2.02901  4.46883
H  3.53429  1.93138  -3.96064
C  -1.63256  3.82548  3.29749
N  -1.35286  2.09198  -2.04783
H  -0.83451  -5.16493  1.09341
H  -4.12709  3.42683  -1.70185
C  -2.45473  2.74804  -2.41805
N  -1.08865  -0.80469  -4.00148
H  -0.51820  2.08650  -2.61128
H  -1.35424  1.44044  -1.27642
N  -0.56146  -4.21415  0.90867
N  3.62555  2.45711  -3.10768
H  -4.33474  -0.03561  -0.36062
H  0.62058  -5.98739  -0.28681
H  0.39146  -1.24676  -0.47240
N  4.51623  -2.07969  -3.16985
O  3.64596  -2.64199  -1.20275
N  -0.86801  -1.29041  -6.16881
H  -1.04925  -3.44714  1.34468
O  2.39623  0.91828  2.69116
C  -5.02030  0.37705  1.50594
O  0.33704  -0.43122  1.49264
O  -1.88831  4.57704  2.35883
H  -0.67921  -1.99874  -6.86015
O  -0.75710  -2.34854  5.61543
H  2.64382  -2.37176  1.88623
H  3.74228  -1.35405  1.38424
H  -1.48554  5.16534  4.66790
H  1.56708  -2.63713  -2.23345

Summary:
orbital gap = 8.73 eV
lowest unoccupied orbital energy = -0.07 eV
HOMO = -8.8024 eV

***

No. 2
The following is a quantum chemistry calculation of a cluster of 4 separate species, CH10O4 in total at a distorted geometry, from OMol25.

Cartesian coordinates (Å):
H  1.22007  2.16343  1.94151
H  1.63420  2.45012  3.32528
O  2.00445  2.08676  2.51420
H  5.45006  -3.67297  -0.84535
H  -3.48013  1.02692  -2.59980
O  4.92980  -4.09447  -0.14411
O  0.04314  -0.65155  0.25461
H  0.74516  -0.97667  0.80931
H  -1.98499  1.49913  -0.93114
C  -3.75846  1.40607  -1.61815
H  -4.73001  1.03635  -1.28307
H  5.38117  -4.86253  0.18094
H  -0.79120  -0.99586  0.62725
O  -2.79049  1.08611  -0.62307
H  -3.87276  2.49917  -1.60841

Summary:
orbital gap = 11.16 eV
SMILES = CO.O.O.O
relative energy (zero: lowest compared OMol25 entry of this formula, charge and spin) = 96.6 kJ/mol
lowest unoccupied orbital energy = 0.76 eV
HOMO = -10.3961 eV

***

No. 3
The following is a quantum chemistry calculation of a structure of composition C50H41BrN8O4Rb at a distorted geometry, from OMol25.

Cartesian coordinates (Å):
O  -18.06175  -3.48451  7.79662
O  -21.10760  -2.23819  9.15881
C  -18.18237  -1.12349  8.18420
N  -20.67745  0.56732  14.85233
H  -19.34916  4.73184  12.23766
H  -14.93081  -5.39900  15.81177
C  -18.07520  -3.13080  9.12050
O  -20.78698  -3.36623  11.02432
C  -18.78181  1.78972  14.01528
H  -22.69237  -0.48404  9.42805
H  -18.68526  -0.62965  17.62409
C  -14.39514  -1.25330  12.45167
N  -18.00678  -1.90806  9.40385
H  -14.42412  -3.14321  17.36397
N  -20.17185  -0.69164  15.07888
C  -21.10327  2.15565  13.15346
C  -17.62494  -6.30628  11.82846
C  -14.29195  1.35743  15.54879
H  -22.16666  1.25561  7.61635
C  -23.78519  0.26619  11.21419
H  -21.52995  3.05253  9.21337
Br  -25.15214  1.18824  13.55223
C  -23.32834  -1.04374  13.22291
H  -22.02947  -2.76611  12.87912
C  -14.33512  2.29741  16.61895
C  -13.08141  2.55842  17.40337
H  -17.37717  -7.08797  12.54126
C  -17.32989  -4.96472  12.12240
H  -16.62942  -5.36876  16.16623
C  -20.99920  -1.09107  16.12171
H  -24.27714  1.12255  10.77773
C  -16.72323  1.47144  15.18393
C  -15.44738  1.04821  14.83799
C  -15.77334  0.41754  12.50249
C  -21.65710  0.92511  15.66922
H  -15.02600  -1.87508  19.50107
C  -15.26930  -0.45252  11.62251
C  -18.80701  0.85455  9.40747
C  -17.79262  -1.21540  17.51426
C  -22.52331  -1.89438  12.42329
C  -21.78453  4.27201  11.92539
H  -15.69547  3.40939  17.90640
C  -23.99180  -0.00862  12.55915
H  -16.32563  1.32268  12.35869
H  -22.11547  1.87990  13.13717
H  -15.42719  -0.40621  10.57275
N  -17.88344  0.97646  14.48039
C  -15.89428  -5.05626  15.44266
H  -18.23096  -2.07197  15.62164
N  -16.66206  -3.43382  13.94678
H  -12.84553  3.62895  17.50872
H  -12.25448  2.06148  16.81921
C  -15.42113  -2.75617  17.47368
C  -18.16002  -5.59822  9.58976
C  -18.49466  -2.23984  7.12727
H  -17.05458  -0.51596  19.38679
H  -18.41040  -5.78329  8.54816
H  -14.87219  -3.21493  14.95163
H  -19.29576  2.64262  10.53469
C  -15.62576  -1.90658  18.57983
C  -16.35813  -2.79908  16.43340
H  -21.03170  -2.07865  16.57485
H  -22.06801  1.89769  15.72044
H  -22.44988  -0.17719  17.30251
C  -18.53220  3.08037  13.42092
C  -17.50812  -2.00514  16.42127
C  -21.18322  1.27072  8.08347
C  -20.18112  1.44240  13.89486
H  -21.52432  4.46488  10.93060
H  -21.91380  5.25189  12.43452
H  -17.24719  -0.60222  7.97051
H  -20.74181  -0.54294  7.00746
C  -17.92233  -6.61869  10.50345
N  -17.48914  -4.03283  11.23133
O  -16.13800  -5.67385  14.17299
H  -17.95172  -2.10431  6.20615
H  -13.04948  2.07963  18.40198
H  -22.71683  3.75776  11.97591
C  -19.50455  3.78796  12.75498
H  -13.72102  -2.06917  12.13098
C  -20.38313  0.21954  7.75313
C  -19.18201  0.00625  8.38003
N  -14.46807  -0.93170  13.72886
H  -23.51675  -1.23194  14.23834
H  -17.82437  0.63478  9.88454
H  -18.09415  -7.67527  10.28553
C  -17.85815  -4.30574  10.02402
C  -16.77722  2.31065  16.32051
C  -19.61027  1.97301  9.73137
C  -22.94561  -0.56906  10.46172
C  -20.84048  2.18632  9.05820
C  -16.69798  -4.64043  13.44318
C  -16.88964  -1.20664  18.57811
H  -17.73148  2.51007  16.69066
H  -13.34050  0.85012  15.36839
C  -22.29235  -1.63706  11.08921
C  -21.29206  -2.49860  10.37988
H  -19.56188  -2.41024  6.80604
C  -15.59212  2.76798  16.97390
N  -15.35861  0.12236  13.77738
H  -17.50686  3.42936  13.47252
C  -20.77752  3.37736  12.57681
C  -21.89867  -0.16023  16.46537
C  -15.87303  -3.56278  15.20148
Rb  -18.68642  -1.53270  12.55426

Summary:
orbital gap = 5.90 eV
relative energy (zero: lowest compared OMol25 entry of this formula, charge and spin) = 264.9 kJ/mol
charge = -1
lowest unoccupied orbital energy = 2.06 eV
HOMO = -3.8432 eV

***

What is the lowest unoccupied orbital energy in the first record? -0.07 eV